{
  "formula": "C5H11N2S",
  "method": "ωB97M-V/def2-TZVPD",
  "homo_energy_ev": -13.7,
  "relative_energy_kj_mol": 203.1,
  "molar_mass_da": 131.224,
  "homo_lumo_gap_ev": 9.48,
  "lumo_ha": -0.1542,
  "charge": 1,
  "e_tot_ha": -704.5132,
  "spin_multiplicity": 1,
  "symbols": ["C", "C", "C", "C", "C", "N", "N", "S", "H", "H", "H", "H", "H", "H", "H", "H", "H", "H", "H"],
  "xyz": [[-0.794, 0.469, -0.607], [1.019, 1.870, -0.783], [1.420, 0.787, 0.276], [-0.434, -2.331, 0.552], [-0.138, -1.094, 1.344], [-0.203, 1.447, -1.324], [0.154, 0.109, 0.569], [-2.274, -0.238, -0.912], [0.825, 2.799, -0.246], [1.807, 1.875, -1.604], [2.219, 0.293, -0.143], [1.706, 1.344, 1.169], [-1.467, -2.632, 0.557], [-0.046, -2.166, -0.417], [-0.043, -3.192, 0.968], [0.866, -1.245, 1.903], [-0.944, -0.856, 2.164], [-0.729, 2.045, -1.910], [-2.946, 0.717, -1.554]],
  "atomic_forces_ev_per_a": [[4.78, 1.31, 2.59], [2.38, 0.13, 0.50], [-2.16, 2.55, 0.67], [-1.17, 0.89, 0.06], [1.36, 0.61, 3.29], [-2.13, -2.77, 1.14], [-4.21, 0.89, -5.12], [-1.14, -1.51, 0.72], [0.62, 0.39, -0.45], [-0.95, 0.69, 1.20], [1.54, -2.15, -0.46], [0.37, -0.39, 0.04], [-0.76, 0.54, -0.50], [0.26, -0.39, -1.28], [1.60, -1.59, 0.91], [-1.73, 0.16, -0.58], [1.50, -0.35, -1.61], [-0.56, 0.41, -0.84], [0.39, 0.58, -0.27]]
}

---

{
  "formula": "C17H46FN2O14P3S",
  "method": "ωB97M-V/def2-TZVPD",
  "homo_energy_ev": -9.5,
  "molar_mass_da": 646.542,
  "homo_lumo_gap_ev": 6.61,
  "lumo_ha": -0.1069,
  "e_tot_ha": -3359.9351,
  "spin_multiplicity": 1,
  "smiles": "CCCCCCCCN(N)S(=O)(=O)F.COP(=O)(OC)OC.COP(=O)(OC)OC.COP(=O)(OC)OC",
  "symbols": ["C", "C", "C", "C", "C", "C", "C", "C", "N", "N", "S", "O", "O", "F", "H", "H", "H", "H", "H", "H", "H", "H", "H", "H", "H", "H", "H", "H", "H", "H", "H", "H", "H", "C", "O", "P", "O", "O", "C", "O", "C", "H", "H", "H", "H", "H", "H", "H", "H", "H", "C", "O", "P", "O", "O", "C", "O", "C", "H", "H", "H", "H", "H", "H", "H", "H", "H", "C", "O", "P", "O", "O", "C", "O", "C", "H", "H", "H", "H", "H", "H", "H", "H", "H"],
  "xyz": [[-1.383, -0.510, 0.184], [-1.354, 1.085, 0.343], [-1.825, 1.844, -0.951], [-3.363, 1.635, -1.307], [-4.210, 2.401, -0.213], [-5.728, 1.980, -0.141], [-5.997, 0.618, 0.608], [-5.640, -0.676, -0.231], [-6.693, -1.726, -0.054], [-6.549, -2.360, 1.197], [-6.558, -2.857, -1.384], [-5.123, -3.206, -1.567], [-7.122, -2.156, -2.574], [-7.498, -4.185, -1.123], [-1.509, -0.843, -0.878], [-0.461, -0.955, 0.661], [-2.271, -0.886, 0.776], [-0.261, 1.342, 0.489], [-1.884, 1.380, 1.285], [-1.235, 1.469, -1.834], [-1.680, 2.963, -0.850], [-3.538, 2.026, -2.354], [-3.536, 0.522, -1.304], [-3.713, 2.383, 0.801], [-4.193, 3.494, -0.519], [-6.252, 1.971, -1.137], [-6.251, 2.781, 0.467], [-5.484, 0.532, 1.600], [-7.110, 0.573, 0.809], [-4.636, -1.066, 0.126], [-5.579, -0.429, -1.320], [-5.558, -2.627, 1.315], [-7.077, -3.242, 1.192], [3.607, 4.482, -3.977], [2.465, 3.982, -4.658], [1.800, 2.490, -4.134], [2.150, 2.753, -2.676], [3.045, 1.702, -4.882], [3.251, 1.927, -6.279], [1.066, 1.016, -3.660], [1.738, -0.226, -3.814], [4.080, 5.223, -4.625], [3.308, 4.971, -3.050], [4.326, 3.686, -3.773], [4.135, 2.554, -6.408], [2.398, 2.413, -6.754], [3.431, 0.972, -6.768], [2.714, -0.200, -3.334], [1.813, -0.486, -4.871], [1.129, -0.985, -3.315], [8.183, 0.985, 1.891], [6.880, 1.332, 2.332], [5.569, 1.106, 1.245], [6.131, -0.145, 0.584], [6.029, 2.461, 0.415], [6.203, 3.677, 1.143], [4.094, 0.981, 0.385], [3.837, 1.781, -0.764], [8.899, 1.489, 2.545], [8.334, -0.091, 1.972], [8.354, 1.315, 0.864], [7.270, 3.887, 1.229], [5.768, 3.630, 2.142], [5.735, 4.490, 0.592], [4.633, 1.670, -1.499], [3.698, 2.822, -0.471], [2.910, 1.424, -1.207], [-1.155, -2.554, 6.000], [-0.111, -2.615, 5.040], [-0.423, -3.415, 3.554], [-1.878, -2.970, 3.523], [-0.292, -4.872, 4.326], [0.914, -5.156, 5.039], [-0.641, -4.160, 2.026], [-0.847, -5.559, 1.912], [-0.702, -2.327, 6.967], [-1.853, -1.756, 5.746], [-1.681, -3.507, 6.075], [0.715, -5.089, 6.109], [1.721, -4.470, 4.784], [1.228, -6.172, 4.810], [-1.682, -5.879, 2.533], [0.070, -6.097, 2.157], [-1.097, -5.763, 0.867]],
  "atomic_forces_ev_per_a": [[-0.69, 0.59, 0.95], [1.20, -0.58, -0.64], [-0.76, 0.04, -0.26], [1.05, -0.03, 0.95], [-0.52, 0.46, -1.21], [0.17, 0.20, 1.16], [-0.94, -0.44, -0.32], [0.59, 0.67, 0.05], [-0.74, -1.12, -0.48], [0.69, -0.75, 0.43], [2.61, 2.58, -5.21], [-3.41, -0.61, 1.23], [0.54, -2.16, 3.39], [1.36, 1.99, 0.54], [0.31, 0.31, 0.88], [-1.01, 0.35, -0.72], [0.97, 0.09, -0.74], [-1.21, 0.00, -0.07], [0.35, -0.16, -0.96], [-0.26, 0.47, 0.94], [0.14, -1.20, -0.08], [-0.08, -0.40, 1.20], [-0.08, 1.10, -0.04], [-0.67, -0.33, -1.05], [0.03, -1.09, 0.35], [0.77, -0.06, 0.78], [0.47, -0.88, -0.64], [-0.37, 0.39, -0.86], [1.17, -0.01, -0.14], [-1.04, 0.17, -0.63], [-0.12, -0.30, 0.97], [-0.35, 0.03, 0.04], [-0.03, 0.67, 0.17], [0.12, 0.12, 0.54], [-2.66, -0.14, -2.20], [6.53, -1.32, 5.16], [-1.39, 0.64, -0.82], [-1.20, -0.05, -0.66], [0.34, 0.11, -0.14], [-1.44, 1.31, -1.50], [-0.41, -0.45, -0.44], [-0.24, -0.06, -0.19], [0.08, -0.14, 0.02], [-0.10, -0.04, 0.07], [-0.09, 0.06, -0.05], [0.09, 0.00, -0.03], [-0.04, -0.12, 0.08], [0.11, 0.18, -0.16], [0.23, -0.13, 0.13], [-0.16, 0.22, -0.07], [0.21, -0.46, -0.29], [-2.84, 0.88, 1.84], [4.66, -1.98, -6.71], [-0.85, 0.56, 1.43], [-0.82, 0.04, 0.86], [0.27, 0.16, -0.05], [0.13, 0.10, 2.84], [-0.42, 0.38, 0.22], [-0.26, 0.10, 0.14], [-0.02, 0.05, -0.18], [-0.09, -0.10, -0.01], [-0.03, 0.01, 0.12], [0.07, 0.07, -0.04], [-0.10, -0.03, -0.10], [0.19, 0.11, 0.15], [0.02, -0.01, -0.33], [0.03, -0.06, 0.40], [-0.53, 0.17, 0.00], [3.06, 0.49, -1.51], [-7.51, -2.68, 2.67], [1.05, 0.76, -0.50], [1.07, 0.37, -0.75], [0.00, -0.09, 0.35], [2.05, 1.34, 0.13], [0.54, -0.27, -0.41], [0.27, 0.00, -0.16], [-0.06, -0.16, -0.02], [-0.03, 0.04, -0.12], [0.09, 0.08, -0.01], [-0.01, -0.06, 0.08], [-0.05, -0.06, -0.12], [0.11, 0.06, 0.23], [-0.22, -0.19, 0.07], [0.14, 0.24, 0.03]]
}

---

{
  "formula": "CH9NO2",
  "method": "ωB97M-V/def2-TZVPD",
  "homo_energy_ev": -9.7,
  "relative_energy_kj_mol": 82.0,
  "molar_mass_da": 67.088,
  "homo_lumo_gap_ev": 10.24,
  "lumo_ha": 0.0214,
  "e_tot_ha": -248.6840,
  "spin_multiplicity": 1,
  "smiles": "CN.O.O",
  "symbols": ["C", "N", "H", "H", "H", "H", "H", "O", "H", "H", "O", "H", "H"],
  "xyz": [[0.890, -0.983, 0.785], [0.661, -1.097, -0.663], [0.123, -1.433, 1.402], [1.823, -1.432, 1.138], [1.036, 0.069, 1.042], [1.500, -1.132, -1.234], [0.166, -1.965, -0.897], [-1.111, 0.646, -0.905], [-0.344, -0.242, -1.153], [-1.838, 0.529, -1.527], [-0.967, 2.653, 0.823], [-1.763, 2.252, 0.489], [-0.176, 2.135, 0.699]],
  "atomic_forces_ev_per_a": [[1.17, 0.55, 0.28], [-0.20, -1.78, -0.66], [-0.48, 0.20, -0.33], [0.04, -0.34, -0.44], [-0.54, -0.05, -0.03], [0.15, 0.22, 0.39], [0.34, 0.18, 0.38], [1.11, -2.37, -1.42], [-1.67, 2.81, 1.51], [0.01, 0.17, 0.04], [0.11, 1.91, 1.36], [0.51, -0.87, -0.48], [-0.56, -0.63, -0.60]]
}

---

{
  "formula": "C5H8O2",
  "method": "ωB97M-V/def2-TZVPD",
  "homo_energy_ev": -9.8,
  "relative_energy_kj_mol": 249.0,
  "molar_mass_da": 100.117,
  "homo_lumo_gap_ev": 10.43,
  "lumo_ha": 0.0241,
  "e_tot_ha": -345.7101,
  "spin_multiplicity": 1,
  "smiles": "C#C[C@H](O)CCO",
  "symbols": ["C", "C", "C", "O", "C", "C", "O", "H", "H", "H", "H", "H", "H", "H", "H"],
  "xyz": [[2.545, 0.154, -0.755], [1.572, 0.282, -0.057], [0.363, 0.653, 0.699], [0.060, -0.197, 1.808], [-0.873, 0.680, -0.204], [-1.259, -0.669, -0.833], [-1.088, -1.799, -0.010], [3.403, 0.050, -1.384], [0.536, 1.668, 1.084], [0.865, -0.384, 2.306], [-1.697, 1.087, 0.392], [-0.674, 1.392, -1.014], [-2.316, -0.599, -1.130], [-0.677, -0.820, -1.752], [-0.761, -1.497, 0.850]],
  "atomic_forces_ev_per_a": [[-0.39, 0.01, 0.31], [0.44, 0.01, -0.31], [0.01, 0.23, -0.18], [0.27, -0.05, 0.16], [-0.06, 0.02, 0.05], [-0.05, 0.30, -0.35], [-0.06, -0.08, 0.20], [-0.15, -0.07, 0.15], [-0.04, -0.09, -0.10], [-0.05, 0.06, -0.09], [0.08, -0.13, 0.00], [-0.10, -0.09, 0.15], [0.17, -0.01, -0.03], [-0.01, 0.01, 0.14], [-0.05, -0.13, -0.11]]
}

---

{
  "formula": "C6H12O",
  "method": "ωB97M-V/def2-TZVPD",
  "homo_energy_ev": -9.6,
  "relative_energy_kj_mol": 202.1,
  "molar_mass_da": 100.161,
  "homo_lumo_gap_ev": 10.48,
  "lumo_ha": 0.0323,
  "e_tot_ha": -310.9823,
  "spin_multiplicity": 1,
  "smiles": "CC[C@@H](C)CC=O",
  "symbols": ["C", "C", "C", "C", "C", "C", "O", "H", "H", "H", "H", "H", "H", "H", "H", "H", "H", "H", "H"],
  "xyz": [[-0.036, -2.007, 1.490], [0.115, -1.367, 0.091], [-0.411, 0.146, 0.090], [0.474, 1.050, 1.004], [-0.084, 0.620, -1.332], [-0.364, 2.071, -1.816], [-1.043, 2.226, -2.864], [0.631, -1.694, 2.198], [-0.034, -3.004, 1.242], [-1.044, -2.004, 1.994], [-0.584, -1.976, -0.676], [1.132, -1.624, -0.245], [-1.514, 0.099, 0.267], [1.353, 1.411, 0.294], [0.915, 0.594, 1.902], [-0.073, 2.018, 1.164], [-0.588, -0.085, -2.008], [1.021, 0.619, -1.478], [0.135, 2.907, -1.317]],
  "atomic_forces_ev_per_a": [[-3.39, 0.54, -1.66], [-2.90, -0.36, -0.10], [2.40, -0.98, -0.67], [0.48, 1.42, -1.81], [-0.44, 1.01, -0.76], [-2.49, -1.73, -3.15], [2.06, 0.19, 3.26], [2.09, 0.52, 1.62], [1.04, -2.79, 0.17], [0.55, 0.94, -0.78], [1.40, 1.33, 1.68], [-0.16, 0.99, -0.04], [1.00, 0.33, 0.17], [-1.36, -0.90, 1.80], [-0.52, 0.32, -0.18], [0.50, -0.94, 0.56], [0.33, 0.54, -0.31], [-0.54, -0.68, 0.10], [-0.06, 0.24, 0.10]]
}

---

{
  "formula": "C3H8N4O",
  "method": "ωB97M-V/def2-TZVPD",
  "homo_energy_ev": -9.8,
  "relative_energy_kj_mol": 323.7,
  "molar_mass_da": 116.124,
  "homo_lumo_gap_ev": 10.41,
  "lumo_ha": 0.0232,
  "e_tot_ha": -413.2927,
  "spin_multiplicity": 1,
  "smiles": "[H]/N=C(/C)NO/C(N)=N\\[H]",
  "symbols": ["H", "N", "C", "C", "N", "O", "C", "N", "N", "H", "H", "H", "H", "H", "H", "H"],
  "xyz": [[-0.846, 0.978, 2.981], [-0.547, 0.023, 2.912], [-0.144, -0.195, 1.710], [0.467, -1.380, 1.165], [-0.191, 0.868, 0.697], [0.475, 0.415, -0.498], [-0.192, 0.579, -1.689], [0.502, -0.113, -2.660], [-1.188, 1.297, -1.970], [-1.482, 1.751, -1.096], [1.519, -0.890, 0.900], [-0.052, -1.597, 0.220], [0.482, -2.158, 1.881], [0.382, 1.546, 1.209], [0.010, -0.128, -3.499], [0.804, -0.997, -2.264]],
  "atomic_forces_ev_per_a": [[-0.46, 0.72, 0.25], [0.98, -0.94, -1.81], [-1.50, 1.31, 0.85], [1.93, 0.95, -1.07], [-0.28, -0.45, 0.59], [0.33, 0.86, 0.85], [-0.24, 0.80, -0.65], [1.07, -0.30, 2.54], [-0.22, 0.16, 1.19], [-0.13, 0.05, -0.44], [-1.73, -2.01, 0.41], [0.47, -0.51, 0.44], [0.24, -0.88, 0.47], [0.22, 0.56, -1.33], [-0.85, -0.31, -1.56], [0.17, -0.01, -0.74]]
}